{
  "formula": "C31H31IMoN5O5Se",
  "method": "ωB97M-V with the def2-TZVPD basis set",
  "species": ["Mo", "O", "C", "C", "C", "C", "C", "C", "C", "C", "N", "H", "H", "H", "H", "H", "H", "H", "H", "H", "H", "H", "O", "C", "O", "C", "C", "C", "N", "C", "C", "C", "O", "O", "H", "H", "H", "I", "C", "N", "C", "Se", "N", "C", "C", "C", "C", "C", "C", "H", "H", "H", "H", "H", "H", "H", "H", "C", "C", "C", "C", "C", "C", "C", "C", "N", "H", "H", "H", "H", "H", "H", "H", "H", "H"],
  "positions_angstrom": [[1.09867, 0.46575, -1.18789], [1.03315, -0.01359, 1.00599], [2.29026, -0.17868, 1.67895], [2.67047, -1.65744, 1.63913], [2.10257, -2.43668, 0.44539], [2.73999, -2.25318, -0.90899], [3.76946, -3.10696, -1.29406], [4.22034, -3.10569, -2.59982], [3.61545, -2.26285, -3.50741], [2.63959, -1.39368, -3.04339], [2.23787, -1.35405, -1.76880], [0.47635, 0.68818, 1.39260], [2.17767, 0.15123, 2.71113], [3.03418, 0.44555, 1.18983], [2.29133, -2.14677, 2.53849], [3.76077, -1.73955, 1.65985], [1.04211, -2.22286, 0.35521], [2.18273, -3.50073, 0.67394], [4.17485, -3.79255, -0.56090], [5.01945, -3.77214, -2.90465], [3.89104, -2.24238, -4.55264], [2.18237, -0.66353, -3.69624], [-4.52604, -3.06525, -3.85330], [-4.36406, -2.76806, -2.65738], [-5.14891, -2.81549, -1.68193], [-3.02122, -2.10135, -2.33435], [-2.49266, -2.21089, -1.05405], [-1.31673, -1.56960, -0.74453], [-0.66254, -0.81912, -1.63733], [-1.14486, -0.72319, -2.88543], [-2.30288, -1.36183, -3.27196], [-0.31005, 0.14691, -3.81140], [-0.58114, 0.23181, -4.99112], [0.69659, 0.71605, -3.21431], [-3.03842, -2.76710, -0.30409], [-0.91471, -1.59136, 0.25601], [-2.65397, -1.26305, -4.29007], [-0.87894, 2.30400, -0.39488], [-4.40173, -0.25684, 0.97393], [-4.41972, -0.12015, 2.43259], [-3.33129, -0.22812, 3.23748], [-1.64541, -0.69233, 2.71340], [-3.76621, 0.05771, 4.49656], [-5.12996, 0.33456, 4.50530], [-6.02264, 0.64569, 5.51515], [-7.34964, 0.83426, 5.14920], [-7.76169, 0.70804, 3.81971], [-6.86132, 0.39136, 2.81167], [-5.54166, 0.21444, 3.18192], [-3.37324, -0.16626, 0.63876], [-4.99064, 0.54819, 0.53857], [-4.80484, -1.21889, 0.65709], [-3.13372, 0.05212, 5.27666], [-5.70153, 0.73769, 6.54550], [-8.07921, 1.08036, 5.90988], [-8.80426, 0.85265, 3.56927], [-7.17746, 0.28264, 1.78223], [4.42504, 1.37474, -3.09639], [4.58658, 2.32005, -1.93905], [5.69820, 3.14268, -1.83566], [5.84899, 4.01084, -0.76179], [4.86443, 4.06499, 0.20888], [3.72761, 3.26125, 0.13419], [2.65280, 3.39911, 1.18282], [3.60571, 2.37081, -0.94002], [2.49217, 1.51985, -1.02973], [5.16760, 1.58067, -3.86900], [3.42671, 1.44889, -3.53100], [4.55698, 0.34159, -2.76837], [6.45268, 3.10200, -2.61378], [6.72205, 4.64832, -0.69264], [4.95873, 4.75499, 1.04132], [2.24708, 4.41289, 1.18416], [3.05646, 3.20556, 2.18120], [1.81620, 2.73381, 0.99441]],
  "forces_ev_per_angstrom": [[0.9, 1.3, 0.6], [-0.1, 0.1, -0.2], [-0.1, -0.2, 0.0], [0.0, 0.0, 0.0], [0.1, 0.1, 0.0], [0.1, -0.3, 0.1], [-0.2, 0.0, 0.2], [0.2, -0.2, 0.0], [-0.2, 0.2, 0.0], [0.3, 0.0, -0.2], [0.0, -0.1, -0.2], [0.0, 0.0, 0.0], [0.0, 0.0, 0.0], [0.0, 0.0, -0.1], [0.0, 0.0, 0.0], [0.0, 0.0, 0.0], [0.0, 0.0, 0.0], [0.0, 0.0, 0.0], [0.0, 0.0, 0.0], [-0.1, 0.0, 0.0], [0.0, 0.0, 0.0], [0.0, 0.0, 0.0], [0.0, -0.2, 0.2], [-0.5, 0.6, -0.3], [0.2, -0.3, 0.0], [0.3, -0.1, 0.1], [0.0, 0.0, 0.0], [0.0, 0.1, -0.1], [-0.2, -0.4, 0.1], [0.1, 0.1, 0.1], [-0.1, 0.0, -0.1], [0.1, 0.0, 0.3], [0.0, 0.1, -0.2], [-0.3, -0.2, -0.4], [0.0, 0.0, 0.0], [0.0, 0.0, 0.0], [0.0, 0.0, 0.0], [0.0, 0.0, 0.0], [-0.1, 0.0, 0.2], [0.1, 0.1, -0.3], [-0.4, 0.0, -0.3], [0.0, 0.0, 0.5], [0.0, 0.0, 0.1], [0.3, -0.1, 0.1], [0.0, 0.0, 0.1], [0.0, 0.0, -0.1], [0.0, 0.0, 0.1], [-0.2, 0.1, 0.0], [0.2, -0.1, -0.2], [0.0, 0.0, 0.0], [0.0, 0.0, 0.0], [0.0, 0.0, 0.0], [0.0, 0.0, 0.0], [0.0, 0.0, 0.0], [0.0, 0.0, 0.0], [0.0, 0.0, 0.0], [0.0, 0.0, 0.0], [0.1, 0.0, 0.0], [0.1, -0.1, -0.2], [0.0, 0.0, 0.0], [0.0, 0.0, 0.0], [-0.1, 0.0, 0.0], [0.0, 0.2, 0.2], [0.1, 0.0, 0.0], [-0.8, -0.4, 0.1], [0.0, -0.2, -0.1], [0.0, 0.0, 0.0], [0.0, 0.0, 0.0], [0.0, 0.0, 0.0], [0.0, 0.0, 0.0], [0.0, 0.0, 0.0], [0.0, 0.0, 0.0], [0.0, 0.0, 0.0], [0.0, 0.0, 0.0], [0.0, 0.0, 0.0]],
  "lowdin_charge": [1.24, -0.35, -0.21, -0.14, -0.13, -0.24, -0.02, -0.06, -0.05, -0.11, 0.00, -0.04, 0.13, 0.10, 0.11, 0.12, 0.08, 0.12, 0.12, 0.11, 0.11, 0.10, -0.03, -0.70, -0.06, -0.08, -0.01, -0.17, -0.08, -0.19, 0.08, -0.60, 0.06, -0.27, 0.12, 0.01, 0.13, 0.13, 0.00, -0.06, -0.75, 0.65, 0.11, -0.18, -0.02, -0.10, -0.09, 0.00, -0.16, 0.03, 0.10, 0.10, 0.14, 0.11, 0.10, 0.10, 0.12, -0.04, -0.22, -0.06, -0.10, -0.07, -0.21, -0.06, -0.25, -0.18, 0.08, 0.08, 0.07, 0.10, 0.09, 0.11, 0.09, 0.08, -0.02],
  "charge": -1,
  "e_above_lowest_kj_mol": 35.9,
  "largest_force_ha_per_bohr": 0.0328,
  "gap_ev": 6.5,
  "homo_ev": -4.57
}

---

{
  "formula": "C11H12CoN2O6",
  "method": "ωB97M-V with the def2-TZVPD basis set",
  "species": ["O", "C", "Co", "O", "C", "C", "O", "C", "O", "C", "O", "C", "N", "C", "C", "C", "N", "C", "C", "O", "H", "H", "H", "H", "H", "H", "H", "H", "H", "H", "H", "H"],
  "positions_angstrom": [[0.01463, 4.74903, 0.98981], [-0.02948, 3.87319, 0.24620], [-0.05288, -1.03249, -0.72051], [-0.00809, 0.08579, -3.41444], [-0.00407, -0.12145, -2.24679], [0.02796, -2.55118, 0.25381], [0.08639, -3.64846, 0.38976], [-1.81372, -0.63730, -0.17834], [-2.93337, -0.54274, -0.02085], [1.65881, -0.60973, -0.05098], [2.76940, -0.54440, 0.37006], [-2.49952, 0.24306, 3.71640], [-1.24281, 0.18288, 4.44487], [-0.82891, 1.34236, 5.22864], [0.39076, 0.94723, 6.08615], [1.49810, 0.34682, 5.23502], [0.99593, -0.68227, 4.36325], [1.98304, -1.50752, 3.68616], [-0.30737, -0.67900, 3.90711], [-0.68113, -1.47424, 2.95975], [-2.35822, 0.61380, 2.70195], [-3.18650, 0.91607, 4.25388], [-2.97994, -0.75448, 3.65305], [-0.58791, 2.22783, 4.61088], [-1.72167, 1.67407, 5.80375], [0.07769, 0.21341, 6.83301], [0.77648, 1.79878, 6.64272], [2.26357, -0.18589, 5.81553], [2.04582, 1.10817, 4.66470], [2.89053, -0.95079, 3.36975], [2.34459, -2.34870, 4.30013], [1.48108, -1.85997, 2.77756]],
  "forces_ev_per_angstrom": [[-0.1, -2.4, -2.1], [0.1, 2.4, 2.1], [0.5, 0.0, 0.6], [0.1, -0.7, 7.0], [-0.1, 1.7, -10.0], [-0.3, -1.6, -0.2], [0.1, -1.6, 1.0], [-3.3, 1.3, 1.1], [2.0, -0.3, -0.3], [7.5, 1.7, 3.4], [-6.5, -0.5, -2.6], [-1.2, -0.2, 0.8], [1.1, 0.8, -0.8], [0.1, 0.3, 1.1], [-0.5, -0.1, 0.2], [0.2, -0.1, 0.9], [-0.1, 0.8, -0.4], [0.1, -0.3, -1.1], [-1.6, -3.4, -3.5], [1.4, 2.5, 2.8], [0.2, 0.0, -0.1], [0.4, -0.2, -0.2], [0.5, 0.4, 0.0], [-0.1, -0.5, -0.4], [0.7, -0.4, 0.0], [0.0, 0.0, 0.0], [-0.1, 0.1, -0.1], [-0.1, 0.5, 0.3], [-0.1, -0.1, -0.3], [-0.6, 0.2, 0.5], [-0.5, 0.3, 0.0], [0.3, -0.3, 0.5]],
  "lowdin_spin": [0.00, 0.00, 1.68, 0.02, 0.05, 0.05, 0.01, 0.06, 0.03, 0.07, 0.02, 0.04, 0.36, 0.04, 0.00, 0.05, 0.38, 0.04, 0.01, -0.06, 0.02, 0.00, 0.01, 0.02, 0.01, 0.00, 0.00, 0.01, 0.02, 0.01, 0.02, 0.00],
  "charge": 2,
  "e_above_lowest_kj_mol": 22.9,
  "largest_force_ha_per_bohr": 0.1980,
  "gap_ev": [8.8, 5.8],
  "spin_multiplicity": 4,
  "homo_ev": [-16.51, -16.70]
}

---

{
  "formula": "C2H3F3N2O",
  "method": "ωB97M-V with the def2-TZVPD basis set",
  "species": ["C", "C", "N", "N", "O", "F", "F", "F", "H", "H", "H"],
  "positions_angstrom": [[0.01151, -0.00799, 0.42747], [-1.44468, -0.15679, 0.75721], [0.33599, -0.09901, -0.94202], [1.44150, 0.64751, -1.24589], [0.54414, -1.22520, -0.03847], [-2.04493, 1.04552, 1.06491], [-2.18541, -0.66403, -0.16869], [-1.43250, -0.94771, 1.83777], [0.74984, 0.50534, 1.05439], [2.22978, 0.44327, -0.65303], [1.79477, 0.45910, -2.09366]],
  "forces_ev_per_angstrom": [[0.2, -0.8, -1.6], [0.2, 2.0, 1.7], [-1.5, 8.8, -6.4], [-0.5, 2.7, 1.8], [1.6, -9.5, 7.8], [0.8, -0.8, 0.3], [-0.4, -1.0, -1.1], [-0.8, 0.0, 0.4], [-0.9, 0.2, 0.5], [0.4, -0.8, 1.0], [0.9, -0.7, -4.3]],
  "lowdin_spin": [0.07, 0.00, 0.84, 0.19, 0.84, 0.00, 0.00, 0.00, 0.00, 0.03, 0.01],
  "charge": 0,
  "e_above_lowest_kj_mol": 376.4,
  "largest_force_ha_per_bohr": 0.2414,
  "gap_ev": [5.5, 7.8],
  "spin_multiplicity": 3,
  "homo_ev": [-4.56, -10.52]
}

---

{
  "formula": "C7H8Cl2O",
  "method": "ωB97M-V with the def2-TZVPD basis set",
  "species": ["O", "C", "C", "Cl", "Cl", "C", "C", "C", "C", "C", "H", "H", "H", "H", "H", "H", "H", "H"],
  "positions_angstrom": [[-0.63671, 1.37872, -3.61163], [-0.40026, 0.37183, -3.05885], [-0.11096, -0.81520, -2.65049], [1.40069, -1.49701, -2.98886], [-1.21947, -1.65294, -1.55632], [-1.78236, 0.76905, 1.38908], [-0.63664, 0.81922, 0.33706], [0.48592, 0.24202, 0.67901], [1.06779, -0.64109, 1.68923], [1.85954, -0.18896, 0.46776], [-2.26364, 1.77133, 1.50608], [-1.39460, 0.57007, 2.30192], [-2.55115, -0.03278, 1.29899], [-0.71151, 1.31065, -0.63793], [0.85288, -1.71852, 1.85452], [1.22630, -0.07870, 2.54067], [2.83920, 0.38985, 0.59101], [1.97497, -0.99753, -0.15127]],
  "forces_ev_per_angstrom": [[0.2, -1.0, 1.1], [-0.6, 2.5, -2.0], [-0.8, -1.8, 1.7], [0.5, -0.3, -0.2], [0.6, 0.3, -0.8], [-1.3, 1.1, -3.0], [-1.0, 0.0, 0.8], [0.2, -0.7, -0.4], [-0.3, -0.7, -0.5], [1.6, 1.5, 1.4], [0.1, -0.8, -0.4], [1.7, -0.6, 2.9], [0.3, 0.7, -0.7], [-0.3, 0.2, 0.6], [-0.1, 1.0, -0.4], [0.7, 0.7, 2.1], [-1.8, -0.4, -0.2], [0.4, -1.7, -1.9]],
  "lowdin_charge": [0.19, -0.32, -1.13, 0.69, 0.65, -0.07, -0.13, -0.31, -0.10, -0.10, 0.08, 0.01, 0.08, 0.09, 0.12, 0.08, 0.13, 0.03],
  "charge": 0,
  "e_above_lowest_kj_mol": 418.2,
  "largest_force_ha_per_bohr": 0.0680,
  "gap_ev": 8.8,
  "homo_ev": -9.17
}